Entry from the Open Molecules 2025 dataset: a structure of composition C45H39BrClKN4O4 (ωB97M-V with the def2-TZVPD basis set).

The geometry in XYZ format:
```
95
Properties=species:S:1:pos:R:3:mulliken_charge:R:1
K -0.626 -0.590 -0.797 0.64
O 2.383 -2.596 -3.628 -0.91
C 2.358 -3.869 -3.417 0.65
C 3.057 -4.802 -4.233 -0.64
C 3.024 -6.162 -3.980 -0.39
C 2.290 -6.685 -2.913 -0.77
C 1.579 -5.795 -2.114 -0.38
C 1.593 -4.429 -2.349 -0.09
C 0.842 -3.481 -1.439 -0.51
O 0.280 -2.399 -2.126 0.20
N 1.826 -3.048 -0.429 0.33
N 1.473 -2.316 0.609 -0.46
C 2.406 -1.898 1.387 -0.53
C 2.160 -1.074 2.566 0.33
Br 0.512 -0.144 2.616 -0.08
C 3.021 -0.845 3.561 -0.89
C 4.331 -1.507 3.759 0.39
C 4.560 -2.851 3.458 -0.40
C 5.804 -3.431 3.674 -0.52
C 6.842 -2.687 4.216 -0.41
C 6.620 -1.359 4.550 -0.48
C 5.379 -0.781 4.327 -0.45
H 0.978 -2.181 -2.797 0.01
H 3.628 -4.401 -5.064 0.37
H 3.576 -6.836 -4.630 0.34
H 2.258 -7.750 -2.723 0.37
H 0.984 -6.172 -1.285 0.39
H 0.038 -3.987 -0.905 0.33
H 2.796 -3.046 -0.720 0.40
H 3.448 -2.132 1.171 0.49
H 2.756 -0.084 4.285 0.40
H 3.749 -3.452 3.067 0.56
H 5.955 -4.474 3.426 0.37
H 7.810 -3.141 4.384 0.36
H 7.418 -0.767 4.982 0.35
H 5.212 0.260 4.585 0.38
C 2.519 3.037 1.629 -1.50
C 1.229 3.222 0.867 0.61
C 1.236 3.383 -0.516 -0.47
C 0.050 3.509 -1.225 0.31
C -1.170 3.458 -0.564 -0.37
C -1.191 3.308 0.815 -0.37
C 0.001 3.200 1.523 -0.48
H 2.979 3.998 1.877 0.37
H 3.238 2.467 1.039 0.33
H 2.345 2.496 2.561 0.23
H 2.179 3.351 -1.052 0.26
H 0.073 3.595 -2.304 0.06
H -2.097 3.484 -1.124 0.28
H -2.140 3.228 1.332 0.34
H -0.022 3.047 2.598 0.42
O 1.196 0.526 -2.029 -0.75
C 0.350 0.567 -2.927 -0.32
N 0.642 0.297 -4.267 -0.02
C -0.583 0.279 -5.045 2.39
C -1.608 0.768 -3.936 -0.78
O -2.766 1.018 -4.213 -0.78
N -0.970 0.869 -2.745 0.39
C -1.022 -1.092 -5.552 -0.17
C -2.320 -1.254 -6.044 -0.03
C -2.753 -2.489 -6.499 -0.92
C -1.899 -3.588 -6.472 -0.41
C -0.612 -3.434 -5.985 -0.75
C -0.175 -2.192 -5.531 -0.19
C -0.495 1.327 -6.166 -0.39
C -0.281 2.660 -5.814 -0.21
C -0.156 3.646 -6.778 -0.73
C -0.241 3.320 -8.130 -0.37
C -0.452 2.000 -8.492 -0.96
C -0.581 1.013 -7.516 -0.24
H 1.422 -0.318 -4.451 0.53
H -2.992 -0.405 -6.027 0.49
H -3.770 -2.599 -6.855 0.36
H -2.244 -4.558 -6.811 0.38
H 0.061 -4.282 -5.929 0.45
H 0.827 -2.122 -5.127 0.21
H -0.210 2.916 -4.762 0.44
H 0.006 4.674 -6.476 0.39
H -0.148 4.090 -8.887 0.36
H -0.516 1.728 -9.540 0.39
H -0.743 -0.016 -7.814 0.43
Cl -3.222 -2.201 -1.955 -0.19
C -3.836 -0.798 -1.077 0.89
C -4.653 0.089 -1.745 -0.34
C -5.111 1.254 -1.132 -0.68
C -4.671 1.508 0.175 -0.43
C -3.857 0.628 0.849 -0.42
C -3.419 -0.629 0.289 0.18
C -2.670 -1.548 1.015 -1.76
H -4.896 -0.111 -2.781 0.22
H -5.725 1.960 -1.675 0.31
H -4.970 2.431 0.667 0.32
H -3.533 0.856 1.861 0.29
H -2.396 -2.513 0.610 0.36
H -2.411 -1.338 2.047 0.29
```

Summary:
HOMO energy, eV: -0.304
Energy relative to the best compared isomer or geometry (same formula, charge and spin), eV: 0.2729
Net charge: -2
E_tot, eV: -160341.054
LUMO, eV: 3.7
Multiplicity: 1
HOMO-LUMO gap, hartree: 0.1472

Entry from the Open Molecules 2025 dataset: a structure of composition C45H40AuO3PSSb2 (ωB97M-V with the def2-TZVPD basis set).

The geometry in XYZ format:
```
93
Properties=species:S:1:pos:R:3:mulliken_charge:R:1
Au -1.075 0.418 0.294 1.10
O -2.355 2.412 -0.628 -0.68
S -2.992 1.545 -1.634 1.29
O -3.121 2.077 -2.953 -0.65
O -2.328 0.206 -1.571 -0.66
C -4.590 1.239 -0.943 0.57
C -5.708 1.241 -1.751 -0.55
C -6.958 1.022 -1.177 -0.62
C -7.075 0.797 0.185 -0.73
C -5.944 0.775 0.992 -0.43
C -4.692 1.006 0.432 -0.51
P -3.243 0.979 1.506 0.67
C -3.400 -0.475 2.530 0.73
C -3.338 -0.442 3.925 -0.65
C -3.432 -1.622 4.646 -0.76
C -3.574 -2.835 3.984 -0.52
C -3.633 -2.873 2.595 -0.76
C -3.542 -1.701 1.868 -0.52
C -3.078 2.454 2.473 0.82
C -3.941 3.529 2.260 -0.66
C -3.786 4.687 3.004 -0.77
C -2.765 4.781 3.938 -0.55
C -1.884 3.721 4.132 -0.83
C -2.031 2.561 3.395 -0.44
H -5.602 1.426 -2.811 0.55
H -7.841 1.030 -1.801 0.44
H -8.049 0.638 0.626 0.46
H -6.048 0.576 2.052 0.51
H -3.258 0.498 4.453 0.54
H -3.409 -1.595 5.727 0.49
H -3.652 -3.753 4.551 0.45
H -3.756 -3.817 2.082 0.48
H -3.596 -1.736 0.784 0.46
H -4.731 3.464 1.523 0.41
H -4.460 5.518 2.850 0.44
H -2.646 5.689 4.515 0.42
H -1.084 3.805 4.855 0.46
H -1.336 1.742 3.534 0.66
C 2.637 2.137 -1.743 -1.28
C 3.236 2.020 -0.344 -0.46
C 2.217 1.635 0.719 -1.24
Sb 1.255 -0.289 1.139 1.41
C 2.201 -0.723 2.942 0.49
C 1.517 -0.850 4.145 -0.71
C 2.227 -1.062 5.319 -0.59
C 3.612 -1.142 5.288 -0.58
C 4.294 -1.006 4.086 -0.78
C 3.594 -0.791 2.910 -0.37
C 1.680 -1.975 -0.080 0.71
C 2.677 -2.887 0.253 -0.53
C 2.779 -4.093 -0.428 -0.66
C 1.890 -4.401 -1.449 -0.65
C 0.889 -3.501 -1.787 -0.90
C 0.774 -2.300 -1.096 -0.48
Sb 2.146 0.235 -2.546 0.77
C 3.981 -0.723 -2.733 0.94
C 5.175 -0.004 -2.680 -0.65
C 6.383 -0.663 -2.855 -0.71
C 6.402 -2.033 -3.076 -0.63
C 5.215 -2.751 -3.129 -0.76
C 4.004 -2.099 -2.954 -0.56
C 1.328 0.372 -4.437 0.83
C 1.882 -0.326 -5.510 -0.46
C 1.330 -0.168 -6.770 -0.68
C 0.225 0.655 -6.950 -0.50
C -0.344 1.327 -5.875 -0.70
C 0.199 1.179 -4.611 -0.59
H 3.328 2.551 -2.480 0.56
H 1.735 2.750 -1.742 0.67
H 3.604 3.015 -0.077 0.47
H 4.110 1.364 -0.331 0.21
H 1.339 2.273 0.606 0.55
H 2.627 1.805 1.718 0.63
H 0.436 -0.795 4.178 0.47
H 1.698 -1.165 6.256 0.44
H 4.163 -1.307 6.204 0.41
H 5.374 -1.066 4.068 0.43
H 4.146 -0.672 1.983 0.42
H 3.375 -2.682 1.055 0.46
H 3.550 -4.800 -0.151 0.46
H 1.969 -5.344 -1.972 0.43
H 0.176 -3.736 -2.567 0.48
H -0.052 -1.641 -1.348 0.33
H 5.182 1.069 -2.529 0.34
H 7.309 -0.106 -2.824 0.45
H 7.346 -2.543 -3.214 0.42
H 5.233 -3.818 -3.310 0.48
H 3.082 -2.668 -2.994 0.65
H 2.746 -0.965 -5.375 0.43
H 1.760 -0.686 -7.617 0.42
H -0.204 0.768 -7.937 0.41
H -1.213 1.955 -6.017 0.47
H -0.268 1.685 -3.772 0.24
```

Summary:
HOMO energy (spin up / spin down), eV: -13.004 / -14.019
Net charge: +2
E_tot, eV: -90331.328
LUMO (spin up / spin down), eV: -4.8 / -7.8
Expectation value of S²: 2.014
Multiplicity: 3
HOMO-LUMO gap (spin up / spin down), hartree: 0.3003 / 0.2289